No. 1
Computed, not measured: C4H9NO in the gas phase, with ωB97M-V/def2-TZVPD.

Last column: natural (NBO) charge in e.
Geometry (Å):
C  -0.537  -1.308  1.810  -0.60
C  0.572  -0.608  1.027  -0.49
C  -0.003  0.466  0.115  0.67
O  -0.772  1.319  0.532  -0.63
N  0.408  0.424  -1.184  -0.61
C  -0.078  1.375  -2.161  -0.42
H  -1.174  -1.897  1.142  0.20
H  -0.119  -1.981  2.564  0.21
H  -1.164  -0.564  2.307  0.23
H  1.254  -0.102  1.721  0.23
H  1.170  -1.335  0.463  0.19
H  0.970  -0.352  -1.494  0.39
H  -0.995  1.031  -2.653  0.19
H  -0.298  2.311  -1.645  0.23
H  0.689  1.551  -2.920  0.20

**SMILES string**: CCC(=O)NC
**Gap between HOMO and LUMO**: 10.527 eV
**LUMO**: 0.92 eV
**Energy relative to the best compared isomer or geometry (same formula, charge and spin)**: 25.9 kJ/mol

---

No. 2
Computed, not measured: C4H9NO in the gas phase, with ωB97M-V/def2-TZVPD.

Last column: natural (NBO) charge in e.
Geometry (Å):
C  2.209  -0.516  0.820  -0.63
C  0.779  -0.332  1.246  -0.10
O  -0.035  -1.264  0.501  -0.50
C  -0.860  -0.692  -0.397  0.42
N  -0.976  0.557  -0.496  -0.53
C  -1.936  1.179  -1.363  -0.42
H  2.547  -1.544  0.990  0.21
H  2.291  -0.290  -0.249  0.21
H  2.873  0.167  1.354  0.21
H  0.619  -0.554  2.303  0.18
H  0.394  0.666  1.025  0.23
H  -1.388  -1.455  -0.989  0.15
H  -1.431  1.468  -2.292  0.20
H  -2.301  2.091  -0.875  0.20
H  -2.788  0.518  -1.576  0.17

**SMILES string**: CCO/C=N/C
**Gap between HOMO and LUMO**: 10.625 eV
**LUMO**: 1.16 eV
**Energy relative to the best compared isomer or geometry (same formula, charge and spin)**: 152.3 kJ/mol

---

No. 3
Computed, not measured: C4H9NO in the gas phase, with ωB97M-V/def2-TZVPD.

Last column: natural (NBO) charge in e.
Geometry (Å):
C  -0.307  -0.794  1.604  -0.59
C  -0.961  -0.092  0.673  0.48
N  -2.230  -0.380  0.182  -0.84
O  -0.449  1.078  0.174  -0.53
C  0.458  0.948  -0.923  -0.06
C  1.736  0.176  -0.624  -0.65
H  -0.719  -1.700  2.031  0.20
H  0.639  -0.422  1.973  0.21
H  -2.492  0.097  -0.667  0.39
H  -2.511  -1.349  0.217  0.38
H  0.700  1.982  -1.184  0.19
H  -0.057  0.494  -1.783  0.16
H  2.408  0.260  -1.485  0.21
H  1.538  -0.883  -0.442  0.22
H  2.248  0.585  0.254  0.21

**SMILES string**: C=C(N)OCC
**Gap between HOMO and LUMO**: 9.182 eV
**LUMO**: 1.02 eV
**Energy relative to the best compared isomer or geometry (same formula, charge and spin)**: 161.1 kJ/mol

---

No. 4
Computed, not measured: 2 unconnected molecules or ions with the total composition C4H9NO in a non-equilibrium geometry, with ωB97M-V/def2-TZVPD.

Last column: natural (NBO) charge in e.
Geometry (Å):
C  0.748  0.047  -0.032  0.17
C  2.232  -0.070  -0.155  -0.65
C  0.229  1.381  0.379  -0.64
C  -2.767  -0.755  0.001  -0.47
N  0.024  -0.958  -0.349  0.08
O  0.195  -2.159  -0.710  -0.32
H  2.471  0.751  -0.696  0.21
H  2.319  -1.076  -0.745  0.24
H  2.582  -0.111  0.853  0.23
H  -0.801  1.557  0.178  0.23
H  0.283  1.471  1.515  0.23
H  0.766  2.038  -0.202  0.22
H  -3.463  -1.257  -0.549  0.16
H  -2.109  -1.220  0.635  0.17
H  -2.709  0.360  -0.121  0.15

**Gap between HOMO and LUMO (alpha / beta)**: 9.743 / 8.222 eV
**LUMO (alpha / beta)**: 0.44 / -0.32 eV
**Energy relative to the best compared isomer or geometry (same formula, charge and spin)**: 630.7 kJ/mol

---

No. 5
Computed, not measured: C4H9NO in the gas phase in a non-equilibrium geometry, with ωB97M-V/def2-TZVPD.

Last column: natural (NBO) charge in e.
Geometry (Å):
C  0.363  1.639  -0.491  -0.64
C  0.446  1.103  0.819  -0.24
N  -0.031  -0.361  1.199  -0.60
C  0.250  -1.316  0.073  -0.38
C  -0.934  -1.586  -0.765  0.39
O  -1.859  -0.798  -0.925  -0.53
H  0.118  0.763  -1.259  0.21
H  1.261  2.185  -0.830  0.22
H  -0.472  2.232  -0.836  0.22
H  0.025  1.732  1.583  0.20
H  1.498  0.999  0.978  0.19
H  -1.026  -0.438  1.381  0.36
H  1.135  -1.284  -0.621  0.24
H  0.517  -2.221  0.620  0.23
H  -1.290  -2.651  -0.924  0.13

**SMILES string**: CCNCC=O
**Gap between HOMO and LUMO**: 10.273 eV
**LUMO**: 0.97 eV
**Energy relative to the best compared isomer or geometry (same formula, charge and spin)**: 302.9 kJ/mol

---

No. 6
Computed, not measured: C4H9NO in the gas phase, with ωB97M-V/def2-TZVPD.

Last column: natural (NBO) charge in e.
Geometry (Å):
C  -1.696  0.487  0.435  -0.79
C  -1.215  -0.602  -0.467  0.07
N  0.474  0.072  -1.536  -0.76
C  0.249  -0.842  -0.397  -0.23
C  1.162  -0.445  0.772  -0.08
O  1.373  0.952  0.883  -0.72
H  -2.143  -0.113  1.249  0.26
H  -0.966  1.172  0.890  0.22
H  -2.536  1.042  0.003  0.23
H  0.205  1.025  -1.309  0.38
H  -0.024  -0.233  -2.365  0.40
H  0.523  -1.852  -0.722  0.20
H  2.123  -0.972  0.668  0.17
H  0.713  -0.769  1.717  0.18
H  1.949  1.201  0.148  0.47

**Gap between HOMO and LUMO**: 8.714 eV
**LUMO**: 0.75 eV
**Energy relative to the best compared isomer or geometry (same formula, charge and spin)**: 444.7 kJ/mol

---

No. 7
Computed, not measured: a gas-phase ion, C4H9NO (charge +1) in a non-equilibrium geometry, with ωB97M-V/def2-TZVPD.

Last column: Löwdin spin population.
Geometry (Å):
N  0.133  -1.099  1.492  0.12
C  0.285  -0.738  0.207  0.08
C  -0.471  0.554  -0.022  0.07
C  0.339  1.853  0.351  0.01
C  -0.951  0.604  -1.551  0.00
O  0.760  -1.566  -0.542  0.69
H  0.291  -0.365  2.263  0.00
H  0.542  -2.013  1.697  0.00
H  -1.396  0.496  0.597  0.01
H  0.509  2.120  1.422  0.00
H  1.363  1.601  -0.001  0.00
H  -0.131  2.730  -0.134  0.00
H  -1.736  1.496  -1.799  0.00
H  -1.432  -0.340  -1.739  0.00
H  -0.223  0.854  -2.324  0.00

**Gap between HOMO and LUMO (alpha / beta)**: 11.907 / 6.989 eV
**LUMO (alpha / beta)**: -4.60 / -9.49 eV
**2S+1**: 2
**Total charge**: +1
**Energy relative to the best compared isomer or geometry (same formula, charge and spin)**: 169.7 kJ/mol

---

No. 8
Computed, not measured: 2 unconnected molecules or ions with the total composition C4H9NO in a non-equilibrium geometry, with ωB97M-V/def2-TZVPD.

Last column: Löwdin spin population.
Geometry (Å):
C  -0.242  -1.658  -0.486  0.02
C  -0.231  -0.571  0.569  0.13
C  -0.036  -0.861  1.886  0.42
C  -1.103  1.149  -0.805  0.08
N  -0.505  0.732  0.242  0.27
H  -0.552  -1.238  -1.439  0.00
H  0.734  -2.117  -0.631  0.00
H  -0.988  -2.417  -0.243  0.01
H  0.081  -0.082  2.632  0.02
H  -0.070  -1.852  2.318  0.02
H  -0.879  2.110  -1.258  0.01
H  -1.930  0.546  -1.184  0.02
H  1.388  1.503  -0.505  0.00
H  2.369  2.618  -0.177  0.00
O  1.963  2.139  -0.920  0.01

**Gap between HOMO and LUMO (alpha / beta)**: 9.194 / 6.986 eV
**LUMO (alpha / beta)**: -5.86 / -8.07 eV
**2S+1**: 2
**Total charge**: +1
**Energy relative to the best compared isomer or geometry (same formula, charge and spin)**: 189.4 kJ/mol

---

Question: The highest energy relative to the best compared isomer or geometry (same formula, charge and spin) belongs to which entry?
Answer: number 4

---

Question: Number 3 is which compound?
Answer: C4H9NO